C42H28Cl4NdO3P2 | ωB97M-V/def2-TZVPD

Each line ends with the Löwdin spin population.
Positions of all 80 atoms, in Å:
Nd1 -0.015 0.297 0.127  3.034
Cl1 0.092 -5.248 -3.751  0.000
C1 0.139 -3.628 -3.211  0.000
C2 0.347 -2.564 -4.147  0.000
Cl2 0.555 -2.915 -5.806  0.000
C3 0.381 -1.246 -3.701  0.000
Cl3 0.626 0.066 -4.787  0.000
C4 0.215 -0.963 -2.357  0.001
O1 0.242 0.353 -1.907  -0.010
C5 0.011 -2.029 -1.418  0.002
O2 -0.146 -1.734 -0.063  -0.015
C6 -0.026 -3.339 -1.859  0.000
Cl4 -0.272 -4.587 -0.700  0.000
O3 -0.161 2.026 2.282  -0.001
C7 -0.976 3.160 2.161  0.000
C8 -0.542 4.389 2.609  0.000
C9 -1.378 5.484 2.416  0.000
C10 -2.605 5.337 1.782  0.000
C11 -3.000 4.086 1.325  0.000
C12 -2.186 2.971 1.509  0.000
P1 -2.573 1.302 0.905  -0.005
C13 -2.990 0.370 2.395  0.000
C14 -2.469 -0.912 2.555  0.001
C15 -2.741 -1.652 3.702  0.000
C16 -3.537 -1.103 4.694  0.000
C17 -4.056 0.182 4.550  0.000
C18 -3.779 0.917 3.410  0.000
C19 -4.078 1.455 -0.090  -0.001
C20 -5.265 0.853 0.317  0.000
C21 -6.399 0.914 -0.485  0.000
C22 -6.354 1.583 -1.697  0.000
C23 -5.172 2.187 -2.113  0.000
C24 -4.039 2.118 -1.318  0.000
C25 0.561 1.770 3.455  0.000
C26 0.002 2.026 4.689  0.000
C27 0.745 1.707 5.820  0.000
C28 2.006 1.138 5.705  0.000
C29 2.528 0.870 4.445  0.000
C30 1.809 1.184 3.294  0.000
P2 2.375 0.813 1.609  -0.004
C31 3.855 -0.212 1.780  -0.001
C32 5.105 0.263 1.394  0.000
C33 6.225 -0.556 1.475  0.000
C34 6.102 -1.852 1.948  0.000
C35 4.856 -2.336 2.334  0.000
C36 3.737 -1.524 2.244  0.000
C37 2.884 2.411 0.934  0.000
C38 2.533 2.729 -0.376  0.000
C39 2.884 3.955 -0.932  0.000
C40 3.589 4.870 -0.167  0.000
C41 3.938 4.570 1.148  0.000
C42 3.583 3.349 1.697  0.000
H1 0.420 4.491 3.093  0.000
H2 -1.060 6.460 2.758  0.000
H3 -3.251 6.192 1.636  0.000
H4 -3.947 3.972 0.810  0.000
H5 -1.839 -1.371 1.798  0.000
H6 -2.333 -2.648 3.813  0.000
H7 -3.755 -1.673 5.588  0.000
H8 -4.678 0.606 5.328  0.000
H9 -4.182 1.919 3.304  0.000
H10 -5.312 0.324 1.260  0.000
H11 -7.313 0.434 -0.158  0.000
H12 -7.237 1.629 -2.323  0.000
H13 -5.130 2.701 -3.064  0.000
H14 -3.126 2.583 -1.674  0.000
H15 -0.987 2.457 4.768  0.000
H16 0.324 1.899 6.799  0.000
H17 2.579 0.893 6.589  0.000
H18 3.499 0.399 4.350  0.000
H19 5.211 1.275 1.024  0.000
H20 7.189 -0.174 1.166  0.000
H21 6.975 -2.490 2.010  0.000
H22 4.755 -3.351 2.695  0.000
H23 2.774 -1.928 2.535  0.000
H24 1.976 2.039 -1.008  0.000
H25 2.607 4.187 -1.952  0.000
H26 3.867 5.826 -0.591  0.000
H27 4.488 5.289 1.741  0.000
H28 3.853 3.121 2.723  0.000

The value obtained for the total energy is -4927.80886 hartree. The net charge is +1. The calculation puts the orbital gap (alpha / beta) at 7.7 / 7.7 eV. The expectation value of S² is 3.753. The spin multiplicity is 4.